[1]
77
Properties=species:S:1:pos:R:3:lowdin_charge:R:1 method="wB97M-V/def2-TZVPD" total_charge=0 e_above_lowest_kj_mol=0.0 smiles=CC1(C)COB(c2cc(C(F)(F)F)cc(C(F)(F)F)c2)OC1.Cc1ccc([C@H](c2ccccc2)c2cn(C)c3ccccc23)s1 gap_ev=7.78
C 3.60439 -2.92674 -0.67893 -0.17
H 0.45093 0.92072 3.63229 0.10
C -1.95137 2.26151 -0.30948 -0.03
C -2.82223 3.33790 -0.44970 0.04
H -1.61333 0.22541 -1.00353 0.06
C -0.37812 -2.29355 -2.36458 -0.05
H -0.72327 3.68560 3.79703 0.14
C 4.61800 -0.83333 -2.12589 -0.09
C 0.28457 -1.34570 -4.48845 -0.09
C -2.23393 1.11753 -1.08587 0.00
C 1.56496 -2.03321 -0.20860 -0.15
F -6.08041 4.16350 -1.81073 0.12
H 0.71154 -4.08201 0.27153 0.14
C 1.11124 2.87649 2.90923 -0.49
F -3.19512 -1.28146 -2.37521 0.11
S -2.07971 -0.93777 1.29285 1.11
H 0.41221 1.00633 -2.01136 0.12
C 1.52818 -3.40697 0.00133 -0.05
H 0.64999 2.16756 4.91530 0.09
H -1.18528 -3.14064 3.96769 0.11
F -4.29475 5.46611 -1.91484 0.12
C 2.15054 3.94097 3.25307 -0.06
C -0.58585 -1.85722 0.85471 -0.38
F -4.72301 -0.14100 -3.47803 0.12
H -0.38290 -3.38575 -4.22498 0.10
C 4.80004 -3.12528 -1.31864 -0.03
H 5.25588 -4.11553 -1.24995 0.11
H 0.62273 -3.20839 2.14475 0.10
H 2.32825 2.83439 1.07323 0.13
H 0.46935 -1.44226 -5.56188 0.10
C -3.46685 -0.06348 -2.95620 -0.49
C -0.17982 -2.42753 -3.74314 -0.07
H 1.93090 1.21574 1.69497 0.13
C -1.23974 -2.57122 3.03608 -0.15
H 6.28633 -2.17371 -2.53894 0.10
H -0.73426 -3.13058 -1.75810 0.12
O 0.48434 2.11210 0.51687 0.07
C 0.43987 -0.09654 -3.87955 -0.08
N 2.76211 -3.92883 -0.21012 -0.11
F -5.10419 4.85187 0.05309 0.12
H 0.70239 0.77772 -4.47194 0.11
H -3.29056 -2.17068 4.60481 0.08
C -0.24356 -2.57777 2.00609 -0.13
H 0.52618 -0.19730 0.15551 0.12
C 0.28478 0.02955 -2.49359 -0.06
C 3.39511 -0.64042 -1.46556 -0.02
H -2.62702 4.25688 0.08278 0.13
C 0.00426 -1.11664 -1.72725 -0.18
H 3.13752 3.49696 3.42609 0.09
C 0.32458 -1.22963 -0.16243 -0.22
H -4.14687 -0.89035 3.73837 0.07
C -2.26296 -1.65937 2.85219 -0.58
C 5.33085 -2.04139 -2.03070 -0.09
C 1.52733 2.23194 1.53354 -0.07
F -2.61736 0.05167 -4.02626 0.13
H 2.20143 4.65134 2.41398 0.09
C -0.24741 3.63967 2.80387 -0.10
C -3.96755 3.22335 -1.22119 -0.10
H 5.05392 -0.02242 -2.74044 0.10
H 2.08570 1.43060 4.17917 0.09
H -2.65018 -0.56418 4.62664 0.08
H 2.89091 0.32714 -1.52619 0.11
B -0.80445 2.54464 0.69678 -0.60
C 2.86389 -1.70041 -0.72262 -0.09
H 1.86135 4.47812 4.16498 0.09
C -3.30795 1.07813 -1.97446 -0.08
H 2.80738 -5.75874 -1.23350 0.10
H 4.01440 -5.57167 0.08573 0.09
H -5.11902 2.04933 -2.62747 0.13
C -3.16088 -1.28169 3.98230 -0.10
H 2.25625 -5.76637 0.48639 0.09
C 1.06384 1.77523 3.97200 -0.04
O -1.20175 3.05299 1.91657 0.09
H -0.04699 4.68186 2.48823 0.14
C -4.23820 2.11078 -2.00608 0.07
C 2.98485 -5.35597 -0.22288 -0.02
C -4.87642 4.42210 -1.23080 -0.51



[2]
78
Properties=species:S:1:pos:R:3:lowdin_charge:R:1 method="wB97M-V/def2-TZVPD" total_charge=+2 e_above_lowest_kj_mol=282.8 gap_ev="6.57 / 6.56"
C -0.02640 1.18668 -4.57310 -0.07
C -0.72369 -1.80605 4.98730 -0.04
H 0.23245 4.37351 -3.48930 0.10
H 3.28078 -2.12538 4.24559 0.14
C 3.28328 -3.65471 2.10855 -0.04
H -2.83245 -3.35357 4.26492 0.10
H 5.45422 -2.78450 0.71488 0.14
H -0.92164 3.38012 -1.54740 0.09
H -2.30143 0.43406 4.39791 0.09
C 2.16072 4.72280 0.68887 -0.09
N 0.72763 2.69368 0.82973 -0.10
H 2.94739 -4.17125 3.00623 0.14
O 1.00203 -1.46895 -1.32581 -0.11
H 5.07251 -3.15934 3.01212 0.19
H 5.64829 -1.28011 1.61576 0.14
C 2.06057 3.23224 1.02774 -0.19
H 0.76254 2.97795 -5.45760 0.11
H -0.95819 5.49709 1.84138 0.14
H 0.17834 0.58080 -5.44700 0.11
H -0.46836 5.10650 0.18082 0.13
C -0.24643 4.93904 1.23401 -0.09
H 3.07968 0.19409 2.37550 0.13
N 2.52357 -1.46270 1.26400 -0.16
C -2.34414 -2.88693 3.40983 -0.03
C -0.62891 0.61575 -3.46678 -0.04
C 2.72222 -0.81948 2.55884 -0.13
H -1.26356 3.05145 1.32623 0.12
H 4.55728 -0.99681 3.77662 0.14
H 1.95439 4.90282 -0.36556 0.14
H 2.34809 3.09087 2.07707 0.12
H -0.23036 -1.70757 2.41570 0.06
C 4.92488 -2.02491 1.28731 -0.04
C -0.27410 3.44341 1.56102 -0.20
H 1.23661 -2.91717 2.03445 0.11
H -3.10225 -2.74177 2.63759 0.08
C 2.13933 -2.85930 1.42876 -0.12
H -2.09510 -0.13985 -1.35868 0.07
H 1.76621 -0.74909 3.07776 0.10
H 2.01552 -0.68977 -3.82726 0.08
H -2.12562 -1.25579 1.17624 0.10
H 1.17790 6.46579 1.30440 0.19
N -1.54923 -0.53040 1.59987 -0.05
H 2.75265 2.67346 0.39775 0.12
H -3.55651 -0.46483 3.51490 0.08
C 3.75628 -1.39802 0.48620 -0.13
N -0.85281 -0.98615 2.75523 -0.07
H -1.59385 -3.58315 3.02558 0.08
C -0.61058 2.74625 -2.37537 -0.08
H -2.13097 1.48246 -0.55458 0.05
C 2.64175 -0.85775 -2.95293 0.01
H 0.51415 2.66479 -0.16335 0.06
H -0.11350 3.30086 2.63600 0.13
C -0.92877 1.38023 -2.33200 -0.32
C -2.75263 -0.54937 4.24810 -0.04
N 4.33823 -2.66798 2.50582 -0.09
H 1.90205 -3.26479 0.44621 0.13
H 2.96887 -1.89572 -2.97625 0.08
H -2.16249 0.22474 1.87741 0.09
H -0.23404 -0.87037 5.26026 0.08
C 1.80519 -0.59369 -1.72771 -0.77
H 3.59948 -1.93861 -0.44582 0.13
O 1.94837 0.50881 -1.09965 -0.14
H -1.25337 -2.19095 5.85728 0.09
C -1.69397 -1.56564 3.82935 -0.63
H -0.88981 -0.43605 -3.47042 0.13
H -3.20324 -0.86132 5.18916 0.10
H 1.34805 5.33666 2.48741 0.18
H 3.48732 -0.17500 -3.00198 0.09
C 3.74908 -1.62186 3.40091 -0.05
H 3.96184 -0.36002 0.23320 0.13
Pt 0.05565 0.12558 0.13160 0.91
C 0.30573 2.53493 -4.58331 -0.07
H 3.73214 -4.38541 1.43807 0.14
C 0.00498 3.31425 -3.47485 -0.08
N 1.13429 5.46492 1.49601 0.06
H 3.14781 5.11745 0.92750 0.14
C -1.55585 0.78195 -1.15895 -0.15
H 0.04306 -2.53385 4.70227 0.07



[3]
14
Properties=species:S:1:pos:R:3:lowdin_charge:R:1 method="wB97M-V/def2-TZVPD" total_charge=0 e_above_lowest_kj_mol=163.6 smiles="C=N.CSC" gap_ev=9.41
C -1.04694 0.16342 -1.21664 -0.44
S -1.73681 -0.69058 0.26989 0.66
H 2.62743 -0.27286 0.85544 0.02
H 3.42860 0.43486 -1.79113 0.05
H -2.17950 1.40753 1.29729 0.02
H -1.19594 -0.42678 -2.13524 0.03
C 3.07298 0.57959 -0.77526 -0.14
H -1.35295 0.28656 2.42510 0.02
N 3.09157 -0.48322 -0.03434 0.01
H -0.05549 0.60535 -0.95721 0.01
H -1.67176 1.07456 -1.35102 0.03
C -1.32428 0.77248 1.44241 -0.36
H -0.27202 1.03971 1.29723 0.02
H 2.66677 1.53946 -0.42795 0.06



[4]
81
Properties=species:S:1:pos:R:3:lowdin_charge:R:1 method="wB97M-V/def2-TZVPD" total_charge=0 e_above_lowest_kj_mol=0.0 gap_ev=6.77
H -2.01820 1.27181 4.82974 0.04
H 5.85842 -1.18420 -0.25030 0.09
B -0.22856 -0.94931 -1.32808 -0.75
C -3.46329 -0.79370 2.97109 -0.28
H 7.42297 -1.93428 -2.74412 0.08
H 1.02632 3.64745 -1.11558 0.13
C 1.92261 -1.55291 -1.37687 -0.19
H -2.22922 3.43776 -2.66765 0.10
C -4.45297 1.42466 1.23775 -0.14
H -1.65366 3.89099 -5.04499 0.11
S -3.78793 0.96125 -2.01294 0.02
H -6.38609 1.82431 6.60270 0.11
H 5.61913 -4.37989 -3.15149 0.08
C 1.36312 -1.87048 -2.59869 -0.22
H -4.84664 2.95058 2.55479 0.11
H -1.87817 2.31403 3.41796 0.05
H 1.75550 1.32011 -4.68232 0.11
H -4.16704 -0.37477 5.04075 0.12
C -4.72965 1.19053 3.76506 -0.18
H 7.06052 -2.46864 -0.36192 0.08
H 1.00818 0.60361 2.76280 0.08
H -4.17165 -1.89362 1.23890 0.05
Re -2.05972 -0.14310 -0.57896 0.77
C 0.03407 2.05252 -0.09799 -0.21
C 6.35367 -1.74878 -2.87363 -0.05
H -3.27666 -1.79572 3.36359 0.10
H 3.64569 -1.49822 -0.12291 0.12
Sb -3.05254 -0.89108 -3.17048 0.68
H 0.36432 -1.12785 3.82078 0.03
N -5.92819 1.29297 5.88213 0.16
C 1.02297 3.00259 -0.24687 0.00
C 3.25421 -1.76705 -1.09387 0.07
H -5.42073 -0.99055 2.08922 0.13
H -1.06966 -2.10571 4.08987 0.03
C 0.87728 1.78626 -4.25412 -0.05
C -1.48049 1.41338 3.89146 -0.14
C -5.33244 2.00111 4.87805 -0.50
C 4.05041 -2.33074 -2.09403 -0.17
C 0.98380 1.29280 1.93065 -0.04
H -6.20100 0.33810 5.74137 0.09
C 3.46743 -2.64759 -3.32611 -0.04
C 2.01132 2.21080 1.78340 -0.07
H 5.24611 -4.71086 -1.45812 0.09
C -1.36551 2.98426 -3.12865 -0.04
Si -1.67250 -0.07691 2.77311 0.57
C 2.02308 3.08745 0.71020 -0.07
O -5.26792 3.21510 4.89842 0.06
C -4.67548 1.88415 2.47653 -0.02
H 6.09351 -1.98260 -3.90694 0.08
O 0.03698 -1.52393 -2.59328 0.03
H 6.16765 -0.68487 -2.71167 0.09
O 0.95921 -1.00445 -0.56989 0.12
C -0.57411 2.12703 -2.39266 -0.30
C -4.38096 -0.95774 1.75088 -0.22
C 0.07761 2.62341 -5.02268 -0.08
H 2.80884 2.23672 2.51490 0.11
H 1.19802 0.91449 -2.31701 0.12
C -4.15888 0.00738 4.02513 -0.09
C -0.55759 -1.48048 3.35447 -0.15
S -2.68977 -2.26027 -0.81686 0.07
H -4.73438 -0.05560 -0.06191 0.02
C 5.99726 -2.24559 -0.46749 -0.07
N -4.20219 0.11561 0.78984 -0.18
H 6.89776 -4.29025 -1.93927 0.08
H -0.43410 1.59396 4.13307 0.03
C 2.12206 -2.42608 -3.60478 0.02
C -0.06100 1.21850 1.01030 -0.28
C 5.54286 -2.59753 -1.88437 -0.56
S -4.51294 -2.48295 -1.88998 -0.09
H 5.45831 -2.82636 0.28411 0.09
H -4.45430 2.13803 0.42171 0.09
O -0.95913 1.86755 -1.06505 -0.15
H 1.69116 -2.67830 -4.56467 0.12
H 4.08271 -3.08230 -4.10407 0.11
H 2.81094 3.82093 0.60310 0.10
H 0.32994 2.81372 -6.05782 0.10
C 0.55912 1.53868 -2.92819 -0.01
H -0.28100 -2.11523 2.50787 0.04
C 5.84101 -4.08405 -2.12532 -0.05
C -1.03516 3.22621 -4.45624 -0.07
N -1.19471 0.37370 1.11514 -0.21



[5]
150
Properties=species:S:1:pos:R:3:lowdin_charge:R:1 method="wB97M-V/def2-TZVPD" total_charge=0 e_above_lowest_kj_mol=198.4 smiles=CC1(C)CCCC(C)(C)N1O.CC1(C)CCCC(C)(C)N1O.CC1(C)CCCC(C)(C)N1O.CC1(C)CCCC(C)(C)N1O.CC1(C)CCCC(C)(C)N1O gap_ev=8.60
H -6.23952 -2.06351 -0.71205 0.07
H 5.94269 -0.44460 3.94179 0.07
H 0.11928 -1.54426 8.98778 0.12
C -3.86123 0.05794 -7.86006 -0.04
H -4.64072 0.59996 -8.39734 0.09
C 0.60189 0.22692 7.96107 -0.52
H 2.18493 -2.17657 1.03943 0.12
H -0.36500 2.91393 -5.19642 0.12
H -4.61705 -1.90855 -1.24748 0.07
H 7.32647 0.72484 4.07033 0.09
H 8.13954 4.56612 0.33071 0.08
H 3.68469 -1.36619 5.20930 0.08
H -0.05166 -0.72680 -4.59710 0.08
H 4.33382 0.92470 3.05887 0.10
C 0.91077 -2.19651 -1.33006 -0.11
H 6.00241 4.18644 1.85372 0.12
H 2.40799 -0.06067 5.12124 0.07
C -0.57830 -0.28639 1.67450 -0.03
H -0.57855 0.42588 0.84401 0.07
H -2.47022 -1.92167 -0.68909 0.06
H 7.70165 1.55219 -1.03037 0.08
C 4.12656 -1.08666 7.98864 -0.04
H 0.17061 -4.64791 -1.20311 0.08
H 0.23343 0.56005 5.81894 0.07
C -1.79030 0.81223 -8.95938 -0.03
H 8.19579 3.98807 1.94842 0.08
C 0.52026 1.03122 -6.39648 -0.04
C 5.75530 3.43076 1.09254 -0.15
H -1.57197 -0.47592 2.07587 0.08
H 7.63452 -0.70022 3.31864 0.08
H 5.38904 4.15857 0.35821 0.12
H -7.67877 -0.62406 -5.61042 0.09
H -7.77339 -2.84693 -3.72271 0.08
H 1.53922 -1.54423 3.26643 0.06
O -1.56217 -3.10714 1.34752 -0.01
C -0.86546 0.97609 -5.71499 -0.49
H 4.76973 -0.20988 7.92720 0.08
H 0.02783 0.33730 2.34427 0.09
H 9.23149 3.18917 0.66463 0.08
C 0.24104 0.98633 9.25609 -0.04
H -8.54151 -1.23299 -1.21327 0.11
N 7.27849 1.58285 1.62034 -0.11
C -0.45491 -2.63964 -0.72112 -0.48
C 0.57023 -2.11620 7.03030 -0.18
H 2.18549 -0.51496 1.47730 0.11
H 3.94916 0.24181 5.74803 0.07
H -2.20419 4.14368 -6.46815 0.11
H -1.69489 -1.64730 -2.24747 0.07
H -1.79509 -0.16184 -9.44493 0.08
H -0.15571 0.74726 -3.67523 0.09
C -6.69018 -0.51129 -5.16688 -0.03
H 4.38534 1.88322 0.59227 0.10
O -4.48465 -0.46879 -3.52349 -0.02
H 0.62659 0.38807 10.08829 0.08
C -5.76423 -0.08445 -1.51096 -0.52
H -1.15575 3.22184 -7.45880 0.11
C -3.01208 2.24701 -7.29351 -0.14
H 2.18097 -2.60242 8.28433 0.12
H -3.68409 0.60171 -1.20191 0.06
H -7.20648 1.55313 -1.31488 0.12
H 1.02291 -0.02746 -0.72566 0.10
H -6.03167 -2.76172 -4.21197 0.08
C 1.63045 -1.24141 0.88455 -0.15
H 2.53386 -0.86649 -1.01526 0.11
O -1.40852 -1.09350 -6.84858 0.00
H -3.69424 -0.93609 -8.27368 0.08
H -3.38739 2.84302 -8.12772 0.12
H -1.58938 -0.33592 -4.06871 0.06
C -2.53915 0.82164 -7.61729 -0.51
H 0.76834 1.93658 9.37256 0.07
H -0.82300 1.17509 9.37970 0.09
C 5.70669 -0.39705 1.23907 -0.02
C 7.06537 2.71455 0.70912 -0.50
H -4.31925 0.31578 -4.05987 0.09
C 6.80096 -0.00454 3.44031 -0.03
H 6.45736 -1.13321 0.93831 0.09
C -6.82200 -0.86957 -3.65603 -0.50
C 0.24253 -1.57228 1.49424 -0.51
H 5.99645 1.86932 -1.02924 0.07
N 2.05472 0.15762 7.86325 -0.10
H -8.23038 0.68465 -3.51552 0.12
H 1.61486 -3.01617 -1.45102 0.12
H 1.03407 -3.07054 2.84666 0.09
C 5.09595 1.54178 2.58140 -0.14
C -7.11203 0.48860 -1.09475 -0.14
C -1.90415 3.11312 -6.66266 -0.18
C -8.34059 -0.24986 -1.64955 -0.17
H -1.42228 -0.55592 -1.04730 0.07
C -0.02246 1.01450 6.78065 -0.04
H -5.82066 -0.97904 -5.61019 0.06
H 7.12122 3.17478 -1.42401 0.08
H 2.51401 -2.97274 6.59378 0.12
C -1.52959 -1.63640 -1.16413 -0.03
C -4.69155 1.00224 -1.14295 -0.02
C 0.63810 -2.05293 2.92106 -0.04
H -2.20683 1.55584 -9.64456 0.08
H -0.74542 1.13947 -8.92928 0.07
H -4.93119 1.33468 -0.13109 0.08
H -3.84072 2.30547 -6.57676 0.12
H -1.91374 2.53008 -4.54452 0.12
H -9.05488 -0.91033 -3.54674 0.12
H -7.05255 0.43447 -0.00089 0.12
C 4.63343 2.48646 1.46745 -0.17
H 5.48784 0.13050 0.30539 0.06
H 3.88303 -1.24224 9.03947 0.08
H 0.80899 0.03566 -6.76476 0.08
H 3.75709 3.04576 1.79296 0.11
H -1.51597 -4.53383 -0.63556 0.08
H 9.11621 1.39555 2.09971 0.10
H -2.12978 -2.31748 1.36815 0.08
H 4.80229 -0.87322 1.60742 0.07
H -5.22237 -1.17448 0.30647 0.09
H -1.92275 -1.63832 -6.24069 0.11
C 1.52654 -0.98935 -0.60375 -0.18
C 6.29788 0.67808 2.16656 -0.53
H 2.77896 1.68319 8.55010 0.10
C -5.41079 -1.34678 -0.75470 -0.04
N -1.84566 0.20053 -6.50160 -0.11
C -6.80236 -2.41502 -3.51068 -0.01
C 2.84014 -0.89293 7.16936 -0.50
N -5.76343 -0.13261 -2.97166 -0.10
H -6.52688 0.57241 -5.18782 0.09
C -1.31372 2.43148 -5.45211 -0.13
H 0.64987 1.77009 -7.17979 0.07
C -0.73600 -4.04878 -1.22508 -0.02
N -0.36212 -2.65579 0.75583 -0.11
C 2.07775 -2.22913 7.25968 -0.14
H 1.30486 1.00144 -5.62840 0.08
H -1.10834 1.16707 6.77091 0.08
C 8.28514 3.65269 0.91197 -0.03
H 0.68769 -1.80476 -2.32626 0.10
H -4.36130 -0.09111 -6.89670 0.05
O 8.54048 0.98352 1.44473 -0.01
C -8.19233 -0.35869 -3.17615 -0.15
C 6.96073 2.31429 -0.77386 -0.03
H -4.87985 1.83530 -1.81909 0.08
H 5.46902 2.16714 3.40397 0.12
O 2.67707 1.42325 7.62681 -0.01
H -6.31000 -2.77888 -2.61042 0.06
H 4.61335 -1.99722 7.63348 0.09
H 0.39011 -1.86634 5.98069 0.09
H 0.25901 2.06933 6.67567 0.08
H -0.17979 -2.03916 3.63845 0.07
C -0.68125 0.15352 -4.42486 -0.04
H -9.23580 0.32053 -1.39364 0.11
C 3.18239 -0.54223 5.71764 -0.04
H -1.13393 -1.11699 7.71182 0.12
H -1.15473 -4.02807 -2.23374 0.09
C -0.08666 -1.12703 7.99681 -0.13
H 0.10263 -3.08818 7.20176 0.11



[6]
11
Properties=species:S:1:pos:R:3:lowdin_charge:R:1 method="wB97M-V/def2-TZVPD" total_charge=0 e_above_lowest_kj_mol=91.2 smiles="CNN(I)C(=O)I" gap_ev=7.46
H 0.29859 0.14189 -1.17057 0.08
O -3.93031 0.95595 -0.52664 -0.08
H 1.08239 -0.72285 0.42783 0.10
C -2.97474 0.35122 -0.16356 -1.03
H 0.92668 1.15252 0.18461 0.09
H -0.74464 0.09373 1.60306 0.16
N -1.67991 0.73181 0.02946 -0.41
C 0.54857 0.06486 -0.13956 -0.08
N -0.69599 0.00317 0.55971 -0.23
I -1.64419 3.06166 0.11328 0.62
I -3.27877 -1.77656 0.08221 0.78